No. 1
Computed, not measured: a cluster of 12 separate species, C37H67Br22NO4 in total, with ωB97M-V/def2-TZVPD.

Geometry as XYZ:
```
131
Properties=species:S:1:pos:R:3
H -5.135 -1.722 -2.804
Br 3.601 -1.352 -7.036
H 2.066 0.581 -6.904
H -3.977 -3.328 -1.229
H -8.269 5.272 -6.431
H -3.299 4.032 3.298
Br 6.652 1.209 -4.269
H -3.208 1.370 -1.358
C 1.019 -1.350 1.521
C -4.490 -1.241 -0.807
H -7.684 4.060 7.360
H 5.677 -9.446 3.838
H 8.085 0.146 -5.998
O -3.689 2.437 1.720
Br -2.008 8.626 -1.178
H -4.004 -2.882 0.459
H 2.345 -2.303 0.123
H 4.845 -7.895 3.605
H 9.396 -8.393 6.963
C 4.496 0.128 -1.581
Br -8.255 1.641 7.347
H -0.011 -1.000 1.432
H -7.835 5.639 -8.113
H -6.319 3.074 6.798
H -3.688 6.172 -2.394
C -3.918 -0.081 0.020
C 1.849 1.036 0.070
H -2.320 10.085 0.793
C -5.563 5.565 -1.483
C -0.402 2.466 1.606
H 4.564 1.195 -1.356
C -2.575 2.086 1.509
Br 10.693 -10.380 6.232
H 5.417 -2.647 4.385
H -5.909 4.884 -0.712
Br -2.545 -3.472 -4.105
H -0.623 9.289 2.335
H 3.643 -2.574 4.363
H 1.599 -0.690 2.161
H 0.138 0.281 -1.089
Br -2.781 -6.002 -1.453
Br -0.217 6.970 1.574
Br 7.191 -7.556 4.342
C -3.874 5.876 2.378
C -1.134 -4.301 -3.057
C -2.749 0.642 -0.685
H 7.039 -2.226 -5.923
H -5.647 3.945 8.955
H 5.256 -4.194 2.322
C -3.706 -2.535 -0.534
H 4.688 -4.898 3.845
C -7.084 3.179 7.564
H -4.711 0.629 0.248
C 1.879 -0.481 -6.763
H -0.224 -4.171 -3.639
H -6.077 2.245 9.236
Br -9.746 4.074 -8.029
H 11.292 -6.637 6.802
O -1.536 2.399 2.393
H -6.028 6.538 -1.343
C -1.943 1.401 0.334
H 0.935 -1.623 -0.651
C 10.296 -8.481 6.364
C 3.066 -0.336 -1.468
C -0.653 8.852 1.339
C -4.159 4.457 2.786
H 6.364 0.043 -6.427
C 1.332 -0.739 -5.385
H -2.144 -0.063 -1.254
C 11.450 -7.704 6.940
H 0.495 1.971 -1.328
H 1.224 -0.843 -7.549
C -1.409 -5.760 -2.810
C 6.026 -8.558 1.917
C -6.454 3.216 8.931
H 0.138 9.277 0.731
H 0.492 -0.076 -5.183
H -5.505 -1.425 -0.442
Br -7.713 3.783 10.300
C 1.674 -1.441 0.139
Br -6.236 4.882 -3.176
C 7.094 -0.105 -5.635
Br 5.797 -6.845 1.031
H 12.400 -7.992 6.502
O 0.502 3.197 1.866
C 4.530 -2.758 3.765
H -2.774 8.413 1.173
Br -3.174 3.993 -1.298
H -6.003 4.320 -7.234
H -3.645 -0.802 -2.776
C -6.963 3.827 -7.373
Br 2.791 -4.514 2.303
H 1.838 1.215 1.139
H 2.504 1.803 -0.347
C -8.072 4.845 -7.409
H -6.932 3.216 -8.270
C -2.014 9.044 0.721
H -5.215 -0.002 -2.420
Br 8.514 -1.952 -3.958
H -0.521 -6.254 -2.420
H -2.926 5.932 1.851
C 4.518 -4.113 3.112
H -3.862 6.560 3.222
C -4.066 5.712 -1.486
Br 0.626 -2.543 -5.212
Br -5.637 4.352 4.049
H -3.572 -0.474 0.981
C -0.624 1.614 0.391
H 6.109 -1.676 -4.516
H -1.749 -6.276 -3.701
Br 11.616 -7.966 8.859
H 10.089 -8.156 5.347
O 2.475 -0.771 -2.431
H 7.037 -8.889 1.702
N 2.496 -0.260 -0.171
H -4.422 3.822 1.946
C -4.618 -0.907 -2.294
Br -7.147 2.609 -5.870
H -3.748 6.296 -0.624
H -1.056 -3.736 -2.133
C 0.442 1.186 -0.567
C 7.006 -1.511 -5.105
Br 4.625 -1.336 2.441
Br -5.207 6.559 1.128
H 2.077 -0.626 -4.605
H 5.313 -9.234 1.450
C 5.750 -8.456 3.394
H 0.994 -2.350 1.954
H 4.876 -0.106 -2.568
H 5.093 -0.378 -0.819
H -2.625 -2.373 -0.514
```

As for the HOMO energy: -9.3 eV. As for the total energy: -58434.038594 Ha. The value obtained for the molar mass is 2347.8 g/mol. The structure (SMILES) is CCN(CCC1=C(CCC(C)C)C(=O)OC1=O)C(C)=O.BrCCBr.BrCCBr.BrCCBr.BrCCBr.BrCCBr.BrCCBr.BrCCBr.BrCCBr.BrCCBr.BrCCBr.BrCCBr. Its spin multiplicity is 1.



No. 2
Computed, not measured: a structure of composition C37H70AlN7O3, with ωB97M-V/def2-TZVPD.

Geometry as XYZ:
```
118
Properties=species:S:1:pos:R:3
H 1.192 -5.139 1.938
C -2.522 -1.367 -1.006
H 4.644 4.225 -1.407
H 2.070 -2.110 -5.089
H 2.703 -4.368 0.267
C -3.010 -2.252 -2.070
C 3.122 -2.076 4.305
C 1.742 -1.704 -2.543
H 0.115 0.860 -5.485
N -7.746 1.629 -2.155
H -0.589 5.964 2.042
H -1.242 0.620 7.010
H 3.311 -4.136 1.912
O 0.334 -2.921 0.513
C 2.481 -0.085 5.827
H 0.840 -4.943 -4.460
H -2.902 1.187 7.614
C 0.491 -5.331 1.126
C -0.328 1.850 -5.594
C -0.499 5.416 -1.309
H -0.681 2.078 -6.599
C 2.350 -2.973 -3.116
C 0.888 -4.020 -5.039
H -1.069 5.761 -2.172
H -3.742 2.111 -0.514
C -1.899 -1.274 5.361
H -2.974 -0.884 -3.812
H -3.810 -2.800 -1.572
C -2.325 0.607 6.893
H -5.779 3.599 -3.509
H -0.277 4.349 -1.327
C -1.259 5.788 -0.023
C 3.444 -2.517 0.750
H 1.720 0.622 6.158
H 4.018 3.336 1.599
H 2.326 4.323 -0.843
H 1.357 -1.820 5.315
H -5.417 -0.089 -3.537
H -2.313 -2.969 -2.505
H -0.050 -3.471 -4.965
H 0.504 5.836 -1.386
C 4.190 3.256 -1.197
H -4.800 2.211 -3.100
H -2.037 -2.939 1.731
H 4.072 -1.578 4.112
C 3.507 -3.932 0.860
H 3.398 0.460 5.600
C -0.415 5.309 1.189
H 4.769 -5.632 0.365
C -5.492 2.944 -2.686
C 3.360 3.971 1.007
C -4.455 2.917 -0.338
C 2.133 -3.085 -4.606
H 2.836 -2.507 3.346
H -3.872 -0.811 6.282
N 1.259 -0.728 -2.040
N -2.314 -0.317 2.942
C -2.077 -0.692 4.021
H 3.380 -2.903 -2.767
H 3.181 -2.950 4.953
H -1.165 -3.806 2.914
C -4.833 -0.640 -2.799
H 1.377 3.039 -5.739
C 2.045 -1.138 4.816
H -5.395 2.440 -0.059
Al 0.509 0.057 0.853
H -4.023 3.563 0.427
H 2.575 4.082 1.755
H 4.903 -4.210 -0.697
H -3.915 4.332 -1.865
C 2.881 3.533 -0.337
H 0.649 5.495 1.045
H 1.452 3.593 -3.071
C -6.748 2.194 -2.327
H 6.329 -3.025 0.815
C -0.372 -4.091 0.797
H 0.051 3.890 -5.137
C 0.019 2.119 -2.669
C -2.794 -0.767 6.439
H -1.296 1.787 -5.098
H 3.782 4.976 1.012
H -3.889 -2.236 -4.089
H 2.000 -3.880 -2.623
H -2.750 -1.517 7.229
N 3.351 -1.437 0.613
H 5.900 -4.133 2.104
H 2.537 -0.680 6.738
H 3.038 -3.536 -5.013
N -0.786 1.659 -1.983
H -5.492 4.626 -1.253
H -2.256 -4.609 1.721
O 2.107 2.350 -0.279
H -0.936 -4.349 -0.099
O 1.358 -0.399 3.770
H 6.948 -4.581 0.711
H -1.450 6.861 0.013
N -0.466 2.711 1.934
C 1.059 2.682 -3.523
H 4.961 2.623 -0.759
C -4.820 3.817 -1.541
C 6.046 -4.056 1.026
H 1.101 -4.230 -6.087
N -2.259 -0.574 -0.185
H 4.121 2.713 -2.139
C 0.582 2.948 -4.999
C -3.650 -1.550 -3.276
C 4.799 -4.543 0.336
H -2.163 5.185 -0.103
H 0.834 -5.938 0.288
C -1.475 -3.863 1.870
H -2.343 1.322 6.070
H -0.204 -5.939 1.706
H -2.109 -2.332 5.203
H -4.540 0.181 -2.145
C -0.479 3.808 1.620
H 1.892 1.981 -3.479
H -0.860 -1.111 5.649
H -5.582 -1.304 -2.368
```

As for the HOMO energy: -7.2 eV. As for the total energy: -2302.756841 Ha. The value obtained for the molar mass is 688.0 g/mol. Its spin multiplicity is 1.



No. 3
Computed, not measured: a cluster of 5 separate species, C37H70BrF3N2O13S5 in total, with ωB97M-V/def2-TZVPD.

Geometry as XYZ:
```
131
Properties=species:S:1:pos:R:3
H -7.424 1.226 4.529
C -1.857 5.726 10.845
O 0.038 -0.922 0.708
H -3.083 0.252 -3.948
C 1.162 -6.781 -6.073
H 5.361 -5.093 -4.187
H -0.215 5.509 5.881
O -2.482 -1.001 0.918
H -2.706 -1.523 -4.193
O -1.501 7.486 7.739
O -3.190 0.387 4.707
H -1.277 -0.975 -7.236
S -0.880 4.895 3.675
H -2.246 7.464 3.261
H -0.893 -1.705 -1.528
H 3.311 -3.981 -6.919
S -0.679 6.825 8.727
C -2.604 -0.662 -3.458
H 7.071 -1.014 -5.488
S -1.216 -0.336 1.130
H 0.211 7.596 10.770
H -0.193 -0.263 3.282
H -0.067 2.040 2.819
H 3.707 -5.639 -5.581
C 3.864 -1.601 -4.421
C -1.582 5.419 9.370
H 5.644 0.697 -6.423
H -5.605 2.633 4.018
C -5.370 1.860 4.749
H 2.876 -3.130 -2.167
C -3.477 -0.991 -2.162
C 5.229 -1.005 -4.956
H 5.083 -6.992 -3.023
H 3.059 -0.820 -4.652
H -1.977 1.328 -0.406
H -1.961 5.755 5.597
C -0.662 -1.608 -2.657
O -1.197 -0.368 -3.170
H -1.043 5.334 11.461
H 3.029 -6.292 -4.040
H -1.028 -3.361 -6.392
H -7.007 1.697 6.175
H -3.173 -0.340 -1.277
H -5.651 -0.334 6.468
H 0.381 7.525 4.822
H -0.800 8.847 9.988
C 4.881 -4.320 -3.490
F 2.285 -7.588 -6.287
H -2.508 5.324 8.802
H 3.951 -1.598 -3.285
C 2.961 -5.413 -4.739
H 1.401 -4.548 -6.197
O 0.684 6.432 8.456
H -2.780 5.250 11.180
C 4.907 -4.962 -2.039
H 5.901 1.101 -4.643
C 5.231 0.555 -5.371
H 0.520 -5.642 -0.928
H -0.316 1.631 0.186
H 5.434 -7.021 -1.181
C -0.692 7.317 4.756
H -1.535 2.064 3.783
O 1.190 -2.976 -3.489
S 1.944 -4.130 0.335
H -1.127 -2.517 -3.147
S -4.412 0.570 3.960
H 3.382 -0.850 -6.954
Br 6.766 -4.569 -1.329
H -1.901 7.556 12.039
H -6.186 -0.916 3.506
C -1.096 1.680 2.864
C -1.106 0.147 2.850
H -4.768 2.282 5.555
H -4.949 -1.680 4.547
C -5.519 -0.771 4.358
H -0.089 -3.862 -7.861
H -3.252 -2.060 -1.819
H -1.201 8.018 5.417
C 2.307 -3.713 -2.976
C -1.857 2.156 1.622
C -0.594 6.261 2.563
H -0.979 4.519 9.252
N 3.412 -2.866 -5.010
O 0.304 4.068 3.710
C 0.922 -1.502 -7.211
H -1.898 -3.508 -8.052
O -4.424 0.774 2.532
C 3.243 -1.879 -7.391
H -4.596 -0.939 -2.309
H -7.178 -0.878 5.761
C -1.152 7.470 3.304
C 1.019 -4.649 -1.195
H -1.089 6.075 1.610
H 3.721 -6.842 -1.810
H 4.187 1.011 -5.278
H -1.715 3.221 1.443
C -0.717 7.788 10.229
C 4.810 -6.563 -2.012
H 4.873 -3.136 -6.602
H 0.484 6.352 2.417
H 3.008 -3.305 -0.002
H 0.177 -3.912 -1.348
F 0.364 -7.481 -5.157
C 0.947 -1.727 -2.814
C -1.920 7.249 10.992
O -2.193 4.355 3.408
O 1.817 -4.906 -2.354
H 1.360 -1.657 -1.764
N 6.342 -1.649 -5.129
O 1.051 -0.860 -6.166
F 0.393 -6.645 -7.232
C 1.529 -5.368 -5.424
H -2.923 1.976 1.752
C -6.635 1.185 5.286
H -1.978 -0.254 3.373
H 1.245 -0.824 -3.438
C -0.962 5.870 5.174
C 3.742 -3.065 -6.409
H -0.525 -1.440 -8.900
O 1.930 -2.152 -7.922
H -2.846 7.625 10.546
H 3.959 -1.940 -8.281
C -0.561 -1.660 -7.794
C -1.325 1.319 0.466
H 4.226 -4.499 -1.275
C -6.286 -0.277 5.578
H -0.803 8.405 2.864
H 5.593 -3.444 -3.484
C 3.438 -4.021 -4.113
H 0.729 -5.184 -4.639
C -0.955 -3.204 -7.512
```

As for the HOMO energy: -8.1 eV. As for the total energy: -7403.790748 Ha. The value obtained for the molar mass is 1048.2 g/mol. The structure (SMILES) is [H]/N=C(\C)CN(CCOC(=O)CC)[C@@](CCC(F)(F)F)(C[C@@H](C)Br)[C@H](OCS)OCCOCC.O=S1(=O)CCCC1.O=S1(=O)CCCC1.O=S1(=O)CCCC1.O=S1(=O)CCCC1. Its spin multiplicity is 1.